Below is 16 unconnected molecules or ions with the total composition C39H61Cl45FN2O at a distorted geometry, with properties calculated with ωB97M-V with the def2-TZVPD basis set.

Last columns: bonded neighbours and bond lengths (Å).
Element x y z (Å)
1 H -7.2545 -1.3848 0.1737  C17 1.157
2 H 5.5838 -0.4379 2.6580  C108 1.158
3 H -4.6313 -0.2269 -3.4053  C10 1.143
4 H 5.9987 -1.1017 -2.4441  C131 1.148
5 H -5.9963 -2.9705 -1.8183  C129 1.155
6 Cl -10.0654 -2.2044 -0.2032  C147 1.770
7 H 3.8418 -0.8557 3.0472  C108 1.158
8 H 0.1272 8.6877 4.4659  C69 1.088
9 H -0.0924 1.9458 3.9393  C132 1.138
10 C -5.5858 0.2716 -3.0220  H3 1.143, C33 1.605, C42 1.623, H138 1.148
11 Cl -6.2089 -5.4990 9.0568  C78 1.769
12 C -5.2667 7.3005 -1.1511  Cl14 1.769, H109 1.088, Cl116 1.770, Cl118 1.770
13 H -3.8572 2.5214 -3.5378  C149 1.159
14 Cl -5.5525 8.1666 -2.6669  C12 1.769
15 H -7.0322 -1.4137 -3.1720  C33 1.159
16 Cl 0.1340 -4.4135 6.0148  C80 1.772
17 C -6.1826 -1.8126 0.0957  H1 1.157, N74 1.493, H99 1.156, C129 1.606
18 C 4.4380 -1.3470 0.8816  H57 1.159, C108 1.604, H113 1.151, C124 1.608
19 H 0.8412 4.1006 -1.9652  C54 1.157
20 N 3.4629 0.5509 -2.2521  C51 1.530, C102 1.504, H105 1.043, F121 1.363
21 Cl 8.2743 -0.7025 -5.9659  C127 1.766
22 Cl 0.9647 10.0137 2.7144  C69 1.769
23 H 5.5985 0.1861 -0.2354  C124 1.161
24 H -2.8268 4.2328 5.6541  C148 1.097
25 H 2.7562 3.0776 -3.1683  C29 1.157
26 H 1.5794 -0.0942 -8.1043  C34 1.088
27 H 5.1267 -2.5570 -1.7467  C131 1.159
28 Cl -2.9925 -1.9496 7.3330  C30 1.773
29 C 1.8139 2.4149 -3.0628  H25 1.157, C51 1.603, C54 1.606, H83 1.153
30 C -2.3527 -1.9690 5.6795  Cl28 1.773, H65 1.087, Cl71 1.770, Cl123 1.770
31 Cl 6.6293 -4.7347 0.6596  C98 1.770
32 O 1.9149 1.4464 3.2794  C101 1.445, C132 1.463
33 C -6.5183 -0.8264 -2.3152  C10 1.605, H15 1.159, H120 1.141, C129 1.611
34 C 1.9108 0.2021 -7.1117  H26 1.088, Cl60 1.769, Cl86 1.771, Cl103 1.770
35 C 4.1027 1.0940 2.0032  H50 1.159, C101 1.598, C108 1.604, H140 1.151
36 C -3.5237 0.3940 1.8978  H49 1.134, C58 1.547, C126 1.558
37 C -4.0966 1.6217 7.3359  H40 1.089, Cl41 1.773, Cl137 1.768, Cl144 1.768
38 H 1.4060 2.7810 -0.8283  C54 1.155
39 H 0.5777 3.0156 2.5695  C132 1.154
40 H -3.7358 0.6136 7.1392  C37 1.089
41 Cl -2.7437 2.7484 7.1236  C37 1.773
42 C -5.2444 1.5528 -2.0864  C10 1.623, H64 1.157, H143 1.144, C149 1.620
43 H 1.9933 0.6287 1.2625  C101 1.157
44 H 2.3879 2.4127 1.4847  C101 1.162
45 C 12.8816 0.7576 -4.0252  Cl52 1.770, H66 1.088, Cl70 1.770, Cl114 1.768
46 Cl -1.8112 9.5204 3.4292  C69 1.769
47 Cl 8.9671 2.0220 -5.2240  C127 1.766
48 H 5.6989 -6.8557 0.2534  C98 1.088
49 H -2.5655 1.0010 1.9133  C36 1.134
50 H 4.5108 1.6649 2.9255  C35 1.159
51 C 2.1731 0.8533 -3.0171  N20 1.530, C29 1.603, H61 1.151, H117 1.158
52 Cl 12.4263 2.3372 -4.6815  C45 1.770
53 H -4.5965 -1.7996 -1.6115  C129 1.141
54 C 0.9026 2.9510 -1.8540  H19 1.157, C29 1.606, H38 1.155, C72 1.611
55 H -4.3170 -4.1319 8.7765  C78 1.088
56 H -3.7216 4.0696 -1.5704  C142 1.144
57 H 4.6820 -2.4298 1.2142  C18 1.159
58 C -3.9941 -0.3730 0.6394  C36 1.547, H73 1.148, N74 1.456
59 Cl -9.8318 0.3262 1.2123  C147 1.769
60 Cl 2.9265 1.6416 -7.2685  C34 1.769
61 H 1.3036 0.1825 -2.6739  C51 1.151
62 H -0.8091 2.0117 -0.6767  C72 1.156
63 Cl 6.6852 0.7043 -3.9891  C127 1.774
64 H -6.0002 2.4120 -2.2599  C42 1.157
65 H -1.9967 -2.9734 5.4628  C30 1.087
66 H 13.4399 0.2183 -4.7881  C45 1.088
67 Cl -3.0717 2.8649 3.7445  C148 1.771
68 Cl 5.7302 -1.9368 -8.5743  C128 1.768
69 C -0.1697 8.8620 3.4333  H8 1.088, Cl22 1.769, Cl46 1.769, Cl75 1.770
70 Cl 11.4454 -0.1925 -3.6140  C45 1.770
71 Cl -3.6213 -1.5611 4.5143  C30 1.770
72 C -0.5630 2.2882 -1.7721  C54 1.611, H62 1.156, C87 1.638, H136 1.144
73 H -3.4608 -0.4354 -0.3750  C58 1.148
74 N -5.2720 -0.9972 0.9532  C17 1.493, C58 1.456, C96 1.453
75 Cl -0.1178 7.3168 2.5711  C69 1.770
76 Cl -1.9918 5.5597 3.8929  C148 1.771
77 Cl 3.2628 -1.0068 -9.7853  C128 1.771
78 C -4.5301 -5.1840 8.5965  Cl11 1.769, H55 1.088, Cl89 1.769, Cl125 1.770
79 H -2.8899 2.7472 -0.4623  C142 1.143
80 C -0.1539 -4.7817 7.7237  Cl16 1.772, Cl95 1.769, H107 1.089, Cl141 1.769
81 H 2.8424 -1.5100 -1.7152  C102 1.155
82 H -11.0966 -1.5635 1.8105  C147 1.088
83 H 1.2109 2.5902 -4.0301  C29 1.153
84 H 0.0588 1.2907 2.2043  C132 1.161
85 C 7.1255 -5.7670 -5.8347  H111 1.088, Cl112 1.769, Cl122 1.770, Cl139 1.769
86 Cl 0.4810 0.5540 -6.1284  C34 1.771
87 C -1.6333 3.4636 -2.1687  C72 1.638, H88 1.159, H133 1.145, C142 1.636
88 H -1.6736 3.4323 -3.3263  C87 1.159
89 Cl -4.2826 -5.5151 6.8760  C78 1.769
90 H -6.6369 -1.1393 2.8672  C96 1.136
91 H 6.5648 -1.3397 0.0949  C124 1.146
92 H -2.5801 -6.2522 2.3061  C135 1.088
93 Cl 7.0360 -6.4670 -1.6396  C98 1.768
94 Cl -8.9108 -2.1314 2.4663  C147 1.770
95 Cl 0.7937 -6.1888 8.2240  C80 1.769
96 C -5.7112 -0.7724 2.3195  N74 1.453, H90 1.136, C126 1.562
97 H -3.0289 1.1342 -2.6369  C149 1.144
98 C 5.9098 -5.9853 -0.3651  Cl31 1.770, H48 1.088, Cl93 1.768, Cl119 1.771
99 H -6.2574 -2.8738 0.5483  C17 1.156
100 Cl -2.2485 -5.4756 4.4990  C135 1.772
101 C 2.5286 1.3677 1.9737  O32 1.445, C35 1.598, H43 1.157, H44 1.162
102 C 3.6936 -0.9350 -2.2432  N20 1.504, H81 1.155, H115 1.159, C131 1.605
103 Cl 2.8329 -1.1351 -6.4093  C34 1.770
104 H 4.0980 -3.2044 -9.6946  C128 1.089
105 H 4.2477 1.0534 -2.7205  N20 1.043
106 Cl -3.5878 -4.1275 2.2829  C135 1.771
107 H -1.2099 -5.0172 7.8505  C80 1.089
108 C 4.5188 -0.4423 2.2038  H2 1.158, H7 1.158, C18 1.604, C35 1.604
109 H -5.8243 7.7995 -0.3608  C12 1.088
110 H -4.5946 0.5369 4.0394  C126 1.140
111 H 8.0878 -5.3676 -5.5200  C85 1.088
112 Cl 7.2902 -7.5152 -6.0459  C85 1.769
113 H 3.3599 -1.3905 0.4819  C18 1.151
114 Cl 13.9211 0.9503 -2.6080  C45 1.768
115 H 3.6249 -1.2669 -3.3511  C102 1.159
116 Cl -5.8423 5.6314 -1.2700  C12 1.770
117 H 2.3816 0.5360 -4.1116  C51 1.158
118 Cl -3.5483 7.3363 -0.7284  C12 1.770
119 Cl 4.3852 -5.4159 -1.0641  C98 1.771
120 H -7.3422 -0.3444 -1.6899  C33 1.141
121 F 3.3075 1.1079 -1.0183  N20 1.363
122 Cl 5.9345 -5.4022 -4.5769  C85 1.770
123 Cl -0.9901 -0.8495 5.5287  C30 1.770
124 C 5.5308 -0.9727 -0.2374  C18 1.608, H23 1.161, H91 1.146, C131 1.606
125 Cl -3.4222 -6.1524 9.5803  C78 1.770
126 C -4.6204 0.1340 2.9733  C36 1.558, C96 1.562, H110 1.140
127 C 8.3134 0.4822 -4.6565  Cl21 1.766, Cl47 1.766, Cl63 1.774, H146 1.087
128 C 4.5458 -2.2252 -9.8546  Cl68 1.768, Cl77 1.771, H104 1.089, Cl134 1.768
129 C -5.7182 -1.9162 -1.4385  H5 1.155, C17 1.606, C33 1.611, H53 1.141
130 Cl -4.6623 -6.6142 3.3375  C135 1.770
131 C 5.1448 -1.3980 -1.7368  H4 1.148, H27 1.159, C102 1.605, C124 1.606
132 C 0.5675 1.9506 3.0128  H9 1.138, O32 1.463, H39 1.154, H84 1.161
133 H -1.2703 4.5033 -1.8564  C87 1.145
134 Cl 5.3259 -2.2221 -11.4410  C128 1.768
135 C -3.1882 -5.6905 3.0127  H92 1.088, Cl100 1.772, Cl106 1.771, Cl130 1.770
136 H -0.6979 1.3420 -2.4003  C72 1.144
137 Cl -5.3995 1.9798 6.1953  C37 1.768
138 H -6.1654 0.6747 -3.9267  C10 1.148
139 Cl 6.6759 -4.9951 -7.3621  C85 1.769
140 H 4.6308 1.5735 1.0993  C35 1.151
141 Cl 0.2302 -3.3819 8.7346  C80 1.769
142 C -3.0964 3.1131 -1.5249  H56 1.144, H79 1.143, C87 1.636, C149 1.607
143 H -5.3456 1.2672 -0.9832  C42 1.144
144 Cl -4.6971 1.6825 8.9981  C37 1.768
145 Cl -4.7690 5.0667 4.6087  C148 1.769
146 H 8.9614 0.1050 -3.8693  C127 1.087
147 C -10.1088 -1.4132 1.3791  Cl6 1.770, Cl59 1.769, H82 1.088, Cl94 1.770
148 C -3.1273 4.4067 4.6136  H24 1.097, Cl67 1.771, Cl76 1.771, Cl145 1.769
149 C -3.7475 2.0144 -2.5010  H13 1.159, C42 1.620, H97 1.144, C142 1.607

## Properties
**Charge**: +1
**Frontier orbital gap**: 6.9 eV
**F_max**: 0.117 hartree/bohr
**Highest occupied orbital energy**: -9.26 eV
**DFT total energy**: -22515.198474 a.u.
**M**: 2188.313 u

=====

Below is 12 unconnected molecules or ions with the total composition C39H62BN12O2 at a distorted geometry, with properties calculated with ωB97M-V with the def2-TZVPD basis set.

Last columns: bonded neighbours and bond lengths (Å).
Element x y z (Å)
1 H -6.3588 4.5495 6.3363  C62 1.091
2 H 1.2138 0.8883 4.4560  C50 1.151
3 H -3.8448 -2.8727 -3.5662  C77 1.090
4 C -0.8618 -2.1556 0.4218  H11 1.159, C29 1.605, C112 1.607, H113 1.154
5 H -8.6409 4.2707 9.8062  C51 1.091
6 H 12.1291 3.3075 1.9048  C107 1.091
7 H 5.3280 -4.6069 1.5747  C57 1.091
8 H 1.5899 -0.2352 6.7617  C26 1.158
9 H -7.4874 3.2296 10.6694  C51 1.091
10 C 2.7132 -1.0488 1.2616  H72 1.134, N86 1.443, C89 1.565
11 H -1.9164 -2.5750 0.1888  C4 1.159
12 N 0.5541 -2.7951 -9.2117  C35 1.193
13 C -0.4950 2.2357 5.0727  C44 1.610, C50 1.605, H85 1.150, H88 1.155
14 H -3.6095 -2.1546 -12.2828  C74 1.091
15 C 8.9386 0.2761 -1.0496  C37 1.499, H41 1.091, H100 1.091, H108 1.091
16 N -1.6939 -4.2795 -4.1333  C42 1.181
17 N -2.1166 -0.4400 -2.3314  C95 1.196
18 N -4.3831 4.4852 3.7927  C64 1.181
19 C 12.1070 1.9720 0.2413  N20 1.192, C107 1.499
20 N 12.4854 1.6548 -0.8437  C19 1.192
21 H -2.6099 -2.9686 -6.9225  C93 1.092
22 C 0.1853 1.0252 7.9649  C26 1.611, B54 1.643, H55 1.145, H58 1.154
23 H 10.5614 2.5262 1.6036  C107 1.091
24 H -2.2195 -4.6625 -7.2892  C93 1.091
25 C -6.5910 4.7871 9.5203  C51 1.499, N68 1.188
26 C 1.1571 0.8362 6.6936  H8 1.158, C22 1.611, C50 1.603, H111 1.142
27 N -2.6942 -0.8578 -15.0841  C49 1.181
28 H 0.7119 -0.8031 9.5197  B54 1.197
29 C -0.8409 -1.8366 1.9948  C4 1.605, H43 1.139, H92 1.149, C98 1.636
30 H -2.5176 1.3229 5.3522  C44 1.147
31 C -0.3759 -0.3078 -8.7692  C35 1.499, H52 1.091, H83 1.091, H109 1.092
32 H 0.5216 -2.9605 -1.1351  C112 1.149
33 H -3.2227 5.1868 -5.5979  C38 1.091
34 H 4.5101 -3.4621 2.6605  C57 1.092
35 C 0.1405 -1.6936 -9.0137  N12 1.193, C31 1.499
36 H -2.8132 3.9366 -9.3680  C103 1.089
37 C 8.3450 -1.0935 -0.9121  C15 1.499, N82 1.181
38 C -2.1744 4.8853 -5.6243  H33 1.091, H80 1.091, H81 1.091, C116 1.499
39 H -0.2294 -0.0114 5.1495  C50 1.141
40 H 11.8915 1.5983 2.3307  C107 1.091
41 H 9.9845 0.2684 -0.7383  C15 1.091
42 C -1.7787 -4.0593 -5.2902  N16 1.181, C93 1.499
43 H -0.5115 -2.6984 2.6622  C29 1.139
44 C -1.9829 1.9312 4.5394  C13 1.610, H30 1.147, C73 1.626, H94 1.147
45 H -4.7179 -0.7981 -12.5807  C74 1.091
46 H 2.0204 -4.3965 0.4985  C78 1.157
47 H 3.6681 -3.5469 -1.0192  C59 1.142
48 H -1.2307 3.1936 -9.6723  C103 1.090
49 C -3.1257 -0.9705 -13.9907  N27 1.181, C74 1.499
50 C 0.4092 0.9252 5.2789  H2 1.151, C13 1.605, C26 1.603, H39 1.141
51 C -7.6723 3.7724 9.7411  H5 1.091, H9 1.091, C25 1.499, H67 1.091
52 H -0.7364 -0.2205 -7.7428  C31 1.091
53 H -0.9198 -3.4594 -7.1537  C93 1.091
54 B -0.0482 -0.4401 8.6696  C22 1.643, H28 1.197, C115 1.644
55 H -0.8075 1.5362 7.7109  C22 1.145
56 H -2.7781 -2.5236 2.8702  C98 1.156
57 C 4.9178 -4.4715 2.5767  H7 1.091, H34 1.092, C96 1.498, H101 1.091
58 H 0.7485 1.6691 8.7400  C22 1.154
59 C 3.5643 -2.6228 -0.3567  H47 1.142, N86 1.460, C99 1.543
60 H 5.5294 -1.3309 -1.0462  C99 1.145
61 H -3.5652 -3.2989 -1.8647  C77 1.091
62 C -5.3108 4.2484 6.2955  H1 1.091, C64 1.499, H87 1.092, H105 1.091
63 H -3.6519 -0.2872 3.7757  C104 1.160
64 C -4.7920 4.3835 4.8957  N18 1.181, C62 1.499
65 O -2.1865 -1.7792 9.2421  C115 1.394
66 C -2.8881 1.8655 -9.8672  C103 1.499, N106 1.199
67 H -7.6911 3.0636 8.9117  C51 1.091
68 N -5.7357 5.5946 9.3554  C25 1.188
69 H -2.5512 1.5287 2.3597  C73 1.156
70 N 2.9792 -6.2655 3.0252  C96 1.181
71 H -3.0444 -1.2582 1.5178  C98 1.146
72 H 2.0328 -0.5975 2.0484  C10 1.134
73 C -1.9402 1.0149 3.1963  C44 1.626, H69 1.156, H84 1.143, C104 1.603
74 C -3.6736 -1.1132 -12.6022  H14 1.091, H45 1.091, C49 1.499, H76 1.091
75 H -0.3146 -4.2906 -0.1789  C112 1.156
76 H -3.1010 -0.4932 -11.9112  C74 1.091
77 C -3.8493 -2.4936 -2.5439  H3 1.090, H61 1.091, H90 1.091, C95 1.499
78 C 1.5126 -3.4088 0.8237  H46 1.157, N86 1.492, H97 1.141, C112 1.600
79 N -1.2134 5.1463 -8.1137  C116 1.182
80 H -1.6049 5.5151 -4.9391  C38 1.091
81 H -2.0942 3.8457 -5.3028  C38 1.091
82 N 7.8770 -2.1722 -0.8041  C37 1.181
83 H 0.4236 0.4181 -8.9282  C31 1.091
84 H -0.8520 1.0201 2.8473  C73 1.143
85 H -0.6150 2.8411 6.0435  C13 1.150
86 N 2.5315 -2.3355 0.6343  C10 1.443, C59 1.460, C78 1.492
87 H -5.2238 3.2118 6.6262  C62 1.092
88 H 0.0308 2.9252 4.3093  C13 1.155
89 C 4.0129 -0.4445 0.6328  C10 1.565, C99 1.570, H114 1.146
90 H -4.8561 -2.1545 -2.2934  C77 1.091
91 H -2.3157 3.5598 -11.0308  C103 1.091
92 H -0.2052 -0.8892 2.1334  C29 1.149
93 C -1.8876 -3.7700 -6.7567  H21 1.092, H24 1.091, C42 1.499, H53 1.091
94 H -2.6082 2.8769 4.3636  C44 1.147
95 C -2.8826 -1.3549 -2.4196  N17 1.196, C77 1.499
96 C 3.8376 -5.4788 2.8270  C57 1.498, N70 1.181
97 H 1.3300 -3.5149 1.9449  C78 1.141
98 C -2.3912 -1.5323 2.4186  C29 1.636, H56 1.156, H71 1.146, C104 1.609
99 C 4.5787 -1.4614 -0.4218  C59 1.543, H60 1.145, C89 1.570
100 H 8.3884 0.9821 -0.4249  C15 1.091
101 H 5.7190 -4.5965 3.3070  C57 1.091
102 H -2.1017 -0.8491 4.5787  C104 1.157
103 C -2.2723 3.2265 -9.9923  H36 1.089, H48 1.090, C66 1.499, H91 1.091
104 C -2.5172 -0.4299 3.5837  H63 1.160, C73 1.603, C98 1.609, H102 1.157
105 H -4.7321 4.8852 6.9661  C62 1.091
106 N -3.3937 0.7831 -9.7698  C66 1.199
107 C 11.6423 2.3771 1.6082  H6 1.091, C19 1.499, H23 1.091, H40 1.091
108 H 8.8823 0.6031 -2.0890  C15 1.091
109 H -1.1980 -0.0815 -9.4513  C31 1.092
110 O -1.4247 -1.7452 6.9915  C115 1.289
111 H 2.0515 1.5424 6.7596  C26 1.142
112 C 0.1965 -3.2592 -0.0739  C4 1.607, H32 1.149, H75 1.156, C78 1.600
113 H -0.7756 -1.2090 -0.2328  C4 1.154
114 H 4.4578 0.5662 0.9372  C89 1.146
115 C -1.3060 -1.4033 8.2289  B54 1.644, O65 1.394, O110 1.289
116 C -1.6370 5.0315 -7.0166  C38 1.499, N79 1.182

## Properties
**Charge**: -1
**Frontier orbital gap**: 5.1 eV
**F_max**: 0.110 hartree/bohr
**Highest occupied orbital energy**: -4.03 eV
**DFT total energy**: -2355.333408 a.u.
**M**: 741.819 u

=====

Among the records above, which one has the lowest M? C39H62BN12O2